A 2-piece molecular cluster, C4H9N2 overall. Source: the Open Molecules 2025 dataset; level of theory: ωB97M-V/def2-TZVPD.

Last column: Mulliken charge in e.
Cartesian coordinates (Å):
C 0.824 -1.854 -0.142  -0.66
C -1.363 -0.313 -1.015  -0.35
C 0.386 -0.797 0.440  0.48
C 1.225 1.224 1.325  -0.67
N -1.810 0.648 -1.820  -0.28
N 0.316 0.047 1.442  -0.16
H 1.765 -2.148 0.406  0.26
H 0.644 -2.268 -1.142  0.30
H -1.554 -1.266 -1.341  0.32
H 0.865 1.708 0.427  0.29
H 1.132 1.897 2.243  0.33
H 2.345 0.915 1.297  0.26
H -2.448 0.552 -2.683  0.28
H -0.564 0.102 1.932  0.34
H -1.761 1.551 -1.367  0.28

Calculated values
total charge	+1
lowest unoccupied orbital energy	-4.1	eV
molecular weight	85.1	g mol⁻¹
orbital gap	9.4	eV
ΔE to the lowest compared entry with this formula, charge and spin	491.9	kJ/mol

An isolated ion of composition C4H9N2 and charge +1. Source: the Open Molecules 2025 dataset; level of theory: ωB97M-V/def2-TZVPD.

Last column: Mulliken charge in e.
Cartesian coordinates (Å):
C 1.503 0.803 1.116  -1.40
C 0.136 0.779 0.527  0.31
C 0.010 0.624 -1.012  -0.68
C -0.734 -0.824 -0.652  0.30
N -1.339 -1.906 -1.119  -0.40
N -0.629 -0.568 0.600  -0.15
H 1.810 1.876 1.012  0.33
H 2.114 0.232 0.534  0.43
H 1.531 0.609 2.104  0.43
H -0.585 1.473 1.050  0.31
H 1.056 0.757 -1.527  0.30
H -0.569 1.261 -1.518  0.37
H -1.455 -1.681 -2.100  0.30
H -2.054 -2.306 -0.504  0.29
H -0.794 -1.130 1.490  0.26

Calculated values
total charge	+1
lowest unoccupied orbital energy	-3.3	eV
molecular weight	85.1	g mol⁻¹
orbital gap	12.1	eV
ΔE to the lowest compared entry with this formula, charge and spin	206.0	kJ/mol

C4H9N2 as an isolated structure. Source: the Open Molecules 2025 dataset; level of theory: ωB97M-V/def2-TZVPD.

Last column: Mulliken charge in e.
Cartesian coordinates (Å):
C 1.541 -0.196 -0.882  0.10
C 1.283 -0.039 1.018  -0.54
C -0.566 -1.348 -0.334  -0.73
C -0.448 1.124 -0.436  -0.96
N 2.323 0.026 0.142  -0.33
N 0.215 -0.095 -0.082  0.27
H 1.558 -0.199 -1.982  0.39
H 1.156 -0.771 1.843  0.34
H 1.185 1.508 2.187  0.30
H -0.381 -2.119 0.407  0.32
H -1.629 -1.216 -0.407  0.36
H -0.228 -1.844 -1.293  0.30
H -0.485 1.189 -1.604  0.35
H -1.347 1.141 0.041  0.41
H 0.194 1.907 -0.098  0.41

Calculated values
total charge	+1
lowest unoccupied orbital energy (spin up / spin down)	-5.5 / -5.5	eV
molecular weight	85.1	g mol⁻¹
orbital gap (spin up / spin down)	9.2 / 9.2	eV
ΔE to the lowest compared entry with this formula, charge and spin	681.4	kJ/mol

A 2-piece molecular cluster, C4H9N2 overall. Source: the Open Molecules 2025 dataset; level of theory: ωB97M-V/def2-TZVPD.

Last column: Mulliken charge in e.
Cartesian coordinates (Å):
C -1.657 1.650 -1.905  0.24
C 0.009 -0.857 0.413  -0.18
C 1.898 -0.312 1.613  -1.17
C 1.389 -1.342 0.669  -0.23
N -0.418 -0.251 -0.628  -0.44
N -2.887 1.878 -1.949  -0.21
H -0.678 -0.809 1.260  0.38
H 1.176 0.071 2.216  0.41
H 2.338 0.482 1.019  0.30
H 2.749 -0.679 2.245  0.31
H 1.290 -2.357 1.101  0.27
H 1.926 -1.436 -0.333  0.29
H -0.174 -0.337 -1.630  0.29
H -3.162 2.649 -2.686  0.39
H -3.798 1.650 -1.406  0.35

Calculated values
total charge	+1
lowest unoccupied orbital energy (spin up / spin down)	-6.5 / -6.5	eV
molecular weight	85.1	g mol⁻¹
orbital gap (spin up / spin down)	6.9 / 6.9	eV
ΔE to the lowest compared entry with this formula, charge and spin	599.2	kJ/mol

C4H9N2 as an isolated structure. Source: the Open Molecules 2025 dataset; level of theory: ωB97M-V/def2-TZVPD.

Last column: Mulliken charge in e.
Cartesian coordinates (Å):
C 0.030 1.709 -1.895  -0.29
C 0.755 0.165 -0.091  -0.33
C -0.970 -0.336 -0.862  -0.49
C -0.134 -1.824 1.076  -0.17
N -0.103 -0.828 0.166  0.05
N -0.046 0.758 -0.970  0.02
H -0.645 1.705 -2.688  0.33
H 1.048 2.174 -2.155  0.27
H 1.573 0.508 0.535  0.43
H 0.885 0.991 2.915  0.03
H -1.090 -0.991 -1.733  0.33
H -2.025 -0.137 -0.498  0.33
H 0.445 -1.840 1.998  0.27
H -1.086 -2.464 1.040  0.24
H 1.361 0.410 3.162  -0.01

Calculated values
total charge	+1
lowest unoccupied orbital energy (spin up / spin down)	-4.8 / -4.9	eV
molecular weight	85.1	g mol⁻¹
orbital gap (spin up / spin down)	7.8 / 7.7	eV
ΔE to the lowest compared entry with this formula, charge and spin	575.7	kJ/mol

A 2-piece molecular cluster, C4H9N2 overall. Source: the Open Molecules 2025 dataset; level of theory: ωB97M-V/def2-TZVPD.

Last column: Mulliken charge in e.
Cartesian coordinates (Å):
C -0.761 -0.684 -0.098  0.71
C 3.057 -0.197 0.387  -0.61
C -1.923 -1.563 -0.082  -0.75
C -0.690 1.855 -0.226  -0.74
N 0.475 -0.377 -0.254  -0.44
N -0.467 0.595 0.295  0.04
H 3.814 -1.035 0.146  0.30
H 2.749 -0.360 1.452  0.27
H 2.527 0.514 -0.231  0.33
H -2.746 -0.827 -0.320  0.28
H -1.976 -2.154 0.847  0.32
H -1.896 -2.456 -0.841  0.34
H -0.440 2.699 0.449  0.29
H -1.730 1.868 -0.447  0.35
H 0.009 2.120 -1.077  0.32

Calculated values
total charge	+1
lowest unoccupied orbital energy (spin up / spin down)	-7.2 / -4.6	eV
molecular weight	85.1	g mol⁻¹
orbital gap (spin up / spin down)	5.0 / 10.3	eV
ΔE to the lowest compared entry with this formula, charge and spin	797.0	kJ/mol

An isolated ion of composition C4H9N2 and charge +1. Source: the Open Molecules 2025 dataset; level of theory: ωB97M-V/def2-TZVPD.

Last column: Mulliken charge in e.
Cartesian coordinates (Å):
H 2.045 -1.773 -1.253  0.27
N 1.471 -1.015 -1.466  -0.39
C 0.810 -0.331 -0.736  0.26
C -0.455 0.927 -1.346  -0.69
N -0.495 1.288 0.078  -0.09
C 0.220 0.105 0.664  0.19
C -0.391 -1.033 1.286  -1.57
H -0.032 1.732 -1.954  0.34
H -1.162 0.295 -1.784  0.31
H 0.025 2.112 0.385  0.38
H -1.469 1.386 0.560  0.39
H 1.073 0.363 1.225  0.29
H -0.588 -0.823 2.261  0.43
H 0.224 -1.846 1.315  0.45
H -1.275 -1.390 0.766  0.40

Calculated values
total charge	+1
lowest unoccupied orbital energy	-3.6	eV
molecular weight	85.1	g mol⁻¹
orbital gap	9.8	eV
ΔE to the lowest compared entry with this formula, charge and spin	389.8	kJ/mol

An isolated ion of composition C4H9N2 and charge +1. Source: the Open Molecules 2025 dataset; level of theory: ωB97M-V/def2-TZVPD.

Last column: Mulliken charge in e.
Cartesian coordinates (Å):
C 0.388 0.835 0.136  0.33
C 1.850 0.615 0.337  -0.54
C -0.736 -1.291 0.155  -0.86
C -1.946 0.687 -0.234  -0.81
N 2.449 -0.346 -0.476  -0.38
N -0.605 0.157 -0.100  0.08
H 2.317 1.573 0.317  0.47
H 2.079 0.267 1.319  0.38
H 0.216 -1.745 0.620  0.33
H -0.705 -1.714 -0.926  0.35
H -1.679 -1.401 0.702  0.38
H -1.876 1.781 -0.756  0.30
H -2.585 0.850 0.719  0.33
H -2.502 -0.070 -0.885  0.37
H 3.337 -0.197 -0.928  0.27

Calculated values
total charge	+1
lowest unoccupied orbital energy (spin up / spin down)	-7.2 / -7.2	eV
molecular weight	85.1	g mol⁻¹
orbital gap (spin up / spin down)	6.5 / 6.5	eV
ΔE to the lowest compared entry with this formula, charge and spin	729.4	kJ/mol

An isolated ion of composition C4H9N2 and charge +1. Source: the Open Molecules 2025 dataset; level of theory: ωB97M-V/def2-TZVPD.

Last column: Mulliken charge in e.
Cartesian coordinates (Å):
C -1.778 -0.630 -0.594  -0.45
C 0.595 -0.074 0.201  0.82
C 1.569 1.027 0.397  -1.30
C 1.245 -1.406 0.000  -1.11
N -0.721 0.087 0.035  0.02
N -2.793 0.169 -0.549  -0.09
H 2.327 0.712 0.936  0.43
H 1.134 1.947 0.909  0.40
H 1.893 1.344 -0.629  0.35
H 2.132 -1.219 -0.581  0.38
H 0.536 -2.065 -0.477  0.43
H 1.445 -1.740 0.993  0.34
H -1.078 0.986 0.270  0.28
H -3.697 -0.221 -0.860  0.31
H -2.807 1.081 -0.050  0.18

Calculated values
total charge	+1
lowest unoccupied orbital energy	-5.2	eV
molecular weight	85.1	g mol⁻¹
orbital gap	8.8	eV
ΔE to the lowest compared entry with this formula, charge and spin	278.0	kJ/mol

A 2-piece molecular cluster, C4H9N2O overall. Source: the Open Molecules 2025 dataset; level of theory: ωB97M-V/def2-TZVPD.

Last column: Mulliken charge in e.
Cartesian coordinates (Å):
C -1.704 -0.204 -0.949  -1.14
C -0.460 0.462 -0.452  0.28
C -0.355 1.825 -0.399  -0.38
N 0.773 2.143 0.367  -0.08
C 1.520 0.992 0.554  -0.68
N 0.621 -0.058 0.237  -0.02
H -2.083 -1.117 -0.510  0.31
H -1.646 -0.411 -2.030  0.28
H -2.490 0.553 -0.959  0.28
H -0.886 2.657 -0.828  0.38
H 1.110 3.024 0.674  0.16
H 2.450 0.771 1.029  0.38
H 1.019 -0.956 0.094  0.25
H 1.360 -3.677 1.052  0.32
H -0.057 -3.123 0.924  0.31
O 0.829 -2.880 1.194  -0.65

Calculated values
2S+1	2
total charge	0
lowest unoccupied orbital energy (spin up / spin down)	0.7 / 0.7	eV
molecular weight	101.1	g mol⁻¹
orbital gap (spin up / spin down)	4.7 / 8.3	eV
ΔE to the lowest compared entry with this formula, charge and spin	102.9	kJ/mol